[1]
26
Properties=species:S:1:pos:R:3:forces:R:3 method="wB97M-V/def2-TZVPD" energy_ev=-11977.584 max_force_ev_per_a=5.292 homo_ev=-11.87 homo_lumo_gap_ev=8.962 total_charge=+1 multiplicity=1
N -0.13680 -1.47613 -1.72194 -1.52 0.06 -1.44
N 2.47987 0.00083 -1.30328 -0.06 -0.35 0.36
N 0.36790 0.61299 1.65350 0.74 -2.22 3.09
C 0.42722 -1.17909 -0.61218 2.34 1.82 2.89
C 0.25367 -0.73473 -2.87522 3.20 -1.22 -2.51
C 1.27379 1.72521 2.27600 -0.98 0.46 -1.84
C 0.48008 0.65470 0.25090 -0.09 0.75 -2.53
C -1.55211 -1.72664 -1.71999 -0.65 -3.72 -0.57
C 1.50000 -0.08342 -0.52302 -1.39 -1.62 0.55
C -1.05013 0.72209 2.14184 -0.18 4.97 -1.81
H 0.06855 -1.70510 0.26738 0.25 0.00 0.07
H 0.60828 -0.37518 2.02195 0.36 1.95 -0.61
H -0.22798 -1.08615 -3.78744 -0.09 -0.64 0.25
H 3.00948 0.85197 -1.32109 0.11 0.78 0.29
H -1.60732 -0.09902 1.94061 -1.10 -3.07 -0.15
H -1.87424 -2.63579 -1.10757 0.85 1.08 -0.44
H 0.71059 2.65455 1.93043 1.12 -1.01 0.59
H 1.28096 1.66396 3.33681 -0.05 -0.17 0.88
H -1.06873 1.09020 3.14513 -0.01 -0.23 0.69
H -1.66139 1.50548 1.49436 1.75 -1.11 1.20
H -2.09349 -0.90384 -1.30247 -0.57 0.86 -0.48
H -0.07106 0.29712 -2.88696 0.51 0.65 0.66
H -1.70927 -2.08851 -2.77606 -0.90 0.98 1.17
H 0.15325 1.66490 -0.00387 0.28 -0.23 -0.75
H 1.41952 -0.97712 -3.02722 -2.76 1.37 0.17
H 2.30956 1.68175 1.85094 -1.18 -0.14 0.26

***

[2]
30
Properties=species:S:1:pos:R:3:forces:R:3 method="wB97M-V/def2-TZVPD" energy_ev=-21124.117 max_force_ev_per_a=0.591 homo_ev=-16.78 homo_lumo_gap_ev=6.845 total_charge=+2 multiplicity=1
Rh -0.12950 0.38967 0.09210 -0.02 -0.19 0.05
O 1.57809 -0.48836 -0.00095 0.03 -0.08 -0.14
O 3.42872 -1.40951 0.75426 0.12 0.20 -0.01
O -2.80546 1.92661 -0.00257 -0.03 -0.03 -0.05
N -0.12569 0.54397 2.20435 0.02 -0.09 -0.08
N 0.11703 0.26905 -1.96131 -0.07 0.07 -0.12
N -1.05304 -1.39338 0.13124 0.21 0.08 -0.01
C 2.34205 0.14338 2.22926 0.15 0.11 0.00
C -1.84437 1.35547 0.00191 -0.23 0.31 0.05
C 1.01108 -0.14905 2.90382 0.04 -0.09 -0.11
C -0.97901 -0.28610 -2.80356 0.03 0.00 0.00
C -1.36438 -1.67749 -2.33440 0.03 0.01 0.00
C 2.54581 -0.64095 0.95288 -0.35 -0.41 0.25
C -2.02205 -1.70468 -0.96871 0.02 -0.05 0.00
H -0.27362 -2.05890 0.09506 0.05 0.03 -0.01
H -1.82665 0.39902 -2.75407 -0.01 0.00 -0.02
H -0.63987 -0.31524 -3.83898 0.01 -0.02 0.00
H 3.15914 -0.12623 2.89586 -0.03 0.03 0.05
H -0.49194 -2.33942 -2.34556 0.00 -0.01 -0.01
H -1.50817 -1.53022 1.03309 -0.02 0.01 -0.01
H 2.43794 1.21391 2.02031 0.03 0.04 0.04
H 1.01850 0.17878 3.94258 0.03 0.01 0.00
H -2.85054 -0.99946 -0.89768 -0.02 -0.02 0.00
H 0.79523 -1.21837 2.89804 0.01 -0.01 0.01
H 0.96252 -0.30187 -2.05866 0.00 -0.01 0.07
H -2.06664 -2.10406 -3.05135 -0.03 0.03 0.01
H 0.37685 1.19116 -2.31718 -0.03 0.00 0.00
H -0.99894 0.20810 2.60812 0.00 0.07 0.08
H -2.41319 -2.70143 -0.75492 0.01 0.00 0.00
H -0.09671 1.53247 2.46075 0.05 0.01 -0.03

***

[3]
28
Properties=species:S:1:pos:R:3:forces:R:3 method="wB97M-V/def2-TZVPD" energy_ev=-23320.032 max_force_ev_per_a=6.305 homo_ev="-9.52 / -7.30" homo_lumo_gap_ev="9.247 / 6.738" total_charge=0 multiplicity=1
P -0.66492 1.25821 -1.06173 0.25 0.03 0.44
O -0.24863 2.59867 -1.54333 -0.12 -0.36 -0.01
N 1.17231 -1.33537 -0.43232 -1.84 0.72 0.55
N -1.85519 0.51959 -1.99203 -0.19 -0.32 0.44
N -1.36093 1.25766 0.49237 -0.26 -0.48 -0.55
C -0.61040 1.14536 1.78281 -3.36 1.06 -0.96
C 2.27964 -1.64978 -1.19790 2.31 -0.73 0.58
C 2.56487 -2.18272 1.41474 -1.89 1.22 -2.42
C -1.72545 0.51116 -3.43397 -0.80 -1.70 -2.12
C -1.44904 0.02887 1.25604 -2.62 0.00 2.08
C 2.45896 -1.20085 0.22571 -1.01 -2.21 -0.77
C -1.35774 2.15074 2.72547 2.33 -4.64 3.58
H -1.56847 -0.53988 -3.76545 0.27 0.45 0.21
H 2.19511 -3.15358 1.02317 0.83 0.31 0.58
H -2.19645 -0.39389 -1.64025 0.41 1.06 -0.16
H -2.51186 -0.23409 1.82300 2.83 0.80 -1.68
H -1.33872 3.08096 2.32058 -0.25 2.70 -1.03
H 3.56880 -2.08025 1.73505 0.74 -0.63 1.04
H -0.90920 -0.79514 0.87730 0.33 -1.03 -0.39
H -2.65698 0.73927 -4.02572 0.58 0.43 1.09
H -2.36018 1.73048 3.01895 0.91 0.70 -0.78
H 1.75998 -1.77673 2.03112 0.56 -0.36 0.94
H -0.91314 1.06945 -3.90668 -0.06 0.29 0.78
H 2.69323 -0.99543 -1.91629 -0.04 0.99 -0.88
H 2.82828 -0.23162 0.30344 0.58 1.61 0.49
H 0.42268 1.02300 1.59329 1.13 0.27 0.68
H -0.75507 2.12130 3.73238 -1.10 0.47 -1.61
H 2.53851 -2.66537 -1.43972 -0.52 -0.64 -0.13

***

[4]
29
Properties=species:S:1:pos:R:3:forces:R:3 method="wB97M-V/def2-TZVPD" energy_ev=-17572.536 max_force_ev_per_a=4.368 homo_ev=-9.00 smiles="CNC(=O)N(CCC(N)=O)N(C)C" homo_lumo_gap_ev=9.584 total_charge=0 multiplicity=1
O -3.79983 0.54990 -0.84184 1.86 0.99 -0.23
O -0.59132 -1.14678 1.67700 -0.16 -0.83 0.31
N -3.20837 0.12351 1.21696 1.01 0.29 0.83
N 1.57395 0.59014 -0.52727 -1.31 -1.72 -1.40
N 0.90043 -2.04257 0.12573 0.70 4.24 0.79
N 0.39772 0.24171 0.18162 0.85 0.72 1.09
C 2.75660 1.05095 0.16401 -2.10 0.69 0.54
C -2.90521 0.67829 0.00378 -1.78 0.08 0.27
C -0.44224 1.29643 0.76516 0.16 0.68 0.81
C 0.21674 -1.01348 0.78638 1.20 -0.45 -2.14
C -1.61132 1.59477 -0.12205 -1.34 -0.56 -1.45
C 1.40878 0.80414 -2.01079 -1.35 0.93 0.44
C 0.44371 -3.34513 0.13310 -1.77 -2.40 0.24
H 1.59145 -1.70113 -0.56581 -0.98 -0.50 0.73
H -0.68327 -3.43217 0.12616 0.93 0.47 -0.27
H 0.51666 0.22914 -2.38597 0.85 0.44 0.70
H 3.60385 0.70508 -0.30958 1.92 -0.48 -1.46
H 2.25079 0.49178 -2.63720 0.23 -0.09 0.61
H -0.94915 1.03964 1.75713 1.60 0.10 -1.12
H -1.83848 2.60402 0.17374 -1.11 0.47 -0.05
H 2.74922 2.12303 0.25166 0.36 0.75 0.02
H 0.67909 -3.91862 1.07061 0.51 0.16 -1.12
H 1.19560 1.89269 -2.29338 0.32 -1.15 0.52
H 0.80066 -3.71478 -0.84018 -0.07 -0.98 0.80
H -2.45184 -0.08822 1.88942 -1.16 -0.06 -0.53
H -4.19747 -0.15259 1.33405 1.38 -0.05 -0.07
H 0.15726 2.24666 0.94125 -0.51 -1.23 -0.32
H 2.84992 0.65326 1.15204 -0.48 -0.41 0.74
H -1.41393 1.64033 -1.21572 0.22 -0.10 0.73

***

[5]
30
Properties=species:S:1:pos:R:3:forces:R:3 method="wB97M-V/def2-TZVPD" energy_ev=-28388.703 max_force_ev_per_a=5.836 homo_ev=-14.85 homo_lumo_gap_ev=7.759 total_charge=+2 multiplicity=1
S -7.91841 -1.19688 0.26778 3.16 -0.39 -1.20
O -7.17152 -2.13785 -0.74338 -0.42 -0.72 -1.45
O -7.20154 -1.69946 1.58466 0.28 1.73 0.09
N -5.82149 0.13732 -0.87953 -0.08 -0.25 0.35
N -6.91363 1.53072 0.44706 -1.42 -3.16 -0.49
N -5.16000 1.33895 -0.87490 -0.64 -0.66 -0.24
N -5.58136 3.44923 0.16801 -0.06 0.94 -0.14
C 5.88786 -0.03997 -0.03496 1.73 0.48 -1.84
C 6.73572 0.19787 1.17596 -4.96 -0.92 0.39
C -5.87174 2.16367 -0.12719 -0.04 -0.13 0.37
C 4.95835 -2.39118 0.00988 0.06 2.93 5.05
C 6.34990 0.52556 -1.35188 2.87 0.28 3.82
C -6.86313 0.20363 -0.09414 0.70 2.55 0.52
C 4.68608 -0.80477 -0.08341 -1.74 -0.57 -1.47
H 6.15319 -0.32064 2.05914 1.49 1.54 -1.26
H -7.84271 1.87531 0.59334 -0.06 0.94 0.55
H 7.58540 -0.38608 0.95192 1.87 0.07 -0.02
H 5.59156 1.06581 -1.72444 -2.72 2.06 -1.70
H 3.93902 -2.73611 0.10041 0.28 -0.93 -0.45
H 7.34051 0.99372 -1.46656 -0.52 0.56 1.03
H -5.57370 4.09387 -0.60303 0.58 -0.04 -0.46
H 4.12724 -0.40717 0.79892 -0.29 -0.86 -0.60
H 4.10366 -0.87699 -1.10413 1.05 1.46 1.98
H 6.53542 -0.26257 -1.94803 -0.18 -3.37 -2.46
H -6.40198 -1.89922 -1.37671 -1.24 0.62 1.56
H 6.72499 1.31378 1.12835 1.02 -0.71 0.84
H -6.06938 3.89754 0.92972 -0.11 -0.45 0.19
H 5.63175 -2.62539 -0.72509 0.92 -1.20 -2.14
H 5.50741 -2.45127 1.00807 -0.84 -0.83 -1.18
H -7.46746 -2.55142 1.91416 -0.72 -1.00 0.33

***

[6]
24
Properties=species:S:1:pos:R:3:forces:R:3 method="wB97M-V/def2-TZVPD" energy_ev=-9564.688 max_force_ev_per_a=2.286 homo_ev=-8.64 homo_lumo_gap_ev=9.355 total_charge=0 multiplicity=1
O -5.68363 -0.33373 1.27181 -0.30 -1.41 0.15
C -0.76284 0.96231 0.49106 1.25 -0.13 1.72
C 0.61462 -0.93294 -0.55614 0.73 2.01 -0.19
C 1.57194 0.33964 1.33843 -1.37 0.39 0.44
C 0.87172 -0.20044 -1.93849 -1.75 -1.47 0.00
C 0.56416 0.21820 0.46625 0.32 -2.11 -0.67
C 1.47459 1.30975 2.48707 0.55 0.79 -0.17
C 1.62132 -1.00376 -3.00788 -0.52 -0.47 0.44
H 1.28643 2.31699 2.07200 -0.06 -0.28 0.40
H -0.15047 -0.05652 -2.34470 0.55 0.64 0.21
H 2.35543 -0.39742 1.31857 0.33 -0.01 -0.09
H 1.39342 -1.65956 -0.34293 0.23 0.05 0.14
H 0.66176 1.06628 3.17858 -0.07 -0.02 -0.14
H 1.52374 -2.06821 -2.75377 0.64 0.15 0.02
H -0.34358 -1.42692 -0.45760 -0.25 -0.34 -0.59
H -6.35838 -1.03100 1.30745 -0.82 0.83 -0.18
H -0.59929 2.02425 0.28256 -0.39 -0.09 0.19
H 2.38210 1.39825 3.10186 -0.15 -0.20 -0.33
H -1.00530 0.78372 1.56618 -0.60 0.83 -0.64
H -4.98562 -0.97947 1.41633 1.12 0.58 0.02
H -1.56708 0.54872 -0.10916 0.27 -0.08 -0.27
H 1.35341 0.73716 -1.70523 0.01 0.30 -0.23
H 1.13731 -0.95752 -3.97791 0.02 0.44 -0.22
H 2.64426 -0.65778 -3.10433 0.24 -0.40 -0.01